[1]
Molecular formula: C44H57BrClF21NO17
Method: DFT, ωB97M-V/def2-TZVPD

Last column: Mulliken charge in e.
Cartesian coordinates (Å):
Br (-6.29944, 0.22259, 1.45345)  0.1160
Cl (-4.65015, 4.50929, -2.69237)  -0.0854
F (9.18716, 2.28609, 0.83221)  -0.3063
F (6.35259, 0.58764, -10.02388)  -0.2375
F (-3.33158, 2.85248, 4.44305)  -0.2572
F (-3.74267, -3.86418, 5.64324)  -0.2662
F (3.05648, 1.00786, -2.83962)  -0.2808
F (9.80410, -2.53705, 1.05602)  -0.2495
F (6.06821, -1.32301, -9.06284)  -0.2420
F (8.64918, -4.09123, 0.09258)  -0.2822
F (10.68409, -11.52820, 1.58205)  -0.2479
F (7.71045, -0.04733, -8.46851)  -0.2473
F (9.01310, 3.79190, -0.71588)  -0.2654
F (9.04922, -12.30590, 0.40344)  -0.2400
F (7.30823, 3.32486, 0.53011)  -0.2192
F (8.10267, -3.39469, 2.06366)  -0.2417
F (3.33918, 2.91948, -3.79826)  -0.2509
F (4.69830, 2.28421, -2.24816)  -0.2417
F (-4.36058, 4.00943, 5.94913)  -0.2622
F (-5.42923, 3.30536, 4.20924)  -0.2585
F (-4.85765, -3.12533, 3.94680)  -0.2544
F (8.64246, -11.24156, 2.23593)  -0.2423
F (-5.68606, -2.95747, 5.94475)  -0.3005
O (-5.94854, 1.18048, 5.93529)  -0.5364
O (-6.97045, -5.00058, 4.75776)  -0.2871
O (5.35371, -0.20462, -6.72535)  -0.3564
O (2.06678, 4.06747, -1.61433)  -0.5124
O (-5.06717, -6.19785, 4.96043)  -0.5036
O (5.07900, 1.73678, -7.84580)  -0.5048
O (2.34552, 2.12460, -0.49800)  -0.2507
O (6.50614, -1.70226, 0.55205)  -0.5288
O (10.41652, 4.48781, 1.76912)  -0.3060
O (8.27950, -1.31508, -0.79095)  -0.3069
O (-3.62614, 0.89805, -0.92033)  -0.2199
O (-2.60785, 2.89495, -0.37939)  -0.4850
O (9.45196, -8.88874, 1.21916)  -0.3184
O (-3.76615, 1.19389, 6.51264)  -0.3099
O (-4.32126, 0.18231, -2.98984)  -0.5267
O (8.37303, 5.41598, 2.01581)  -0.5196
O (9.32964, -9.83698, -0.82664)  -0.5007
N (-7.02228, 1.27396, 0.05656)  0.0344
C (8.64900, 3.49803, 0.55094)  1.3154
C (-6.74659, 5.93139, -1.26951)  -0.3859
C (9.09082, 4.57738, 1.53614)  -0.0320
C (-2.33258, 1.58630, -3.18985)  -0.7315
C (8.54685, -2.98389, 0.86174)  0.8712
C (-3.97462, 0.01343, 7.30578)  -0.4508
C (5.52978, 0.62295, -7.77760)  0.3671
C (9.38569, -9.93702, 0.37152)  0.3665
C (-4.85096, 1.67714, 5.87701)  0.3626
C (-6.35390, 2.46977, -0.44688)  0.5950
C (10.96979, 5.48102, 2.64669)  -0.1938
C (10.76555, 5.08649, 4.09601)  -1.1066
C (-3.48096, 0.87252, -2.34835)  0.6476
C (-8.41144, 2.82944, -2.16601)  -0.8189
C (-3.67928, 2.22687, -0.40574)  0.5555
C (-9.08237, 1.55260, -1.56066)  0.2358
C (4.57919, 0.31977, -5.63683)  -0.0214
C (9.43665, -11.25226, 1.14515)  0.8533
C (-6.41996, 4.63450, -2.21728)  -0.3531
C (3.39743, 2.29464, -2.60786)  1.1795
C (-5.64282, -5.14205, 4.95575)  0.0273
C (8.04974, -7.13984, 0.28747)  -0.8869
C (0.08993, 2.48750, 0.32114)  -0.8998
C (-8.05002, -6.88012, 5.85279)  -1.1195
C (9.46098, -7.58811, 0.61107)  -0.1883
C (-5.43579, 6.75160, -0.84259)  -1.0487
C (-4.97248, 2.93655, 0.19642)  0.2462
C (-4.98084, -3.77683, 5.12650)  1.2797
C (-3.92593, -1.22815, 6.43734)  -0.8209
C (-10.45979, 0.11516, -3.38468)  0.5124
C (1.57267, 2.64569, 0.59433)  -0.4349
C (7.51627, -0.33165, -1.50728)  -0.4325
C (6.41088, -0.03831, -8.83462)  0.8361
C (7.54441, 0.99895, -0.78145)  -1.2074
C (3.09653, 0.16245, -5.91152)  -1.0960
C (2.51828, 2.95378, -1.54813)  0.0456
C (-4.49546, 2.95612, 5.11880)  0.9275
C (7.64186, -1.93217, 0.22477)  0.3566
C (-11.25475, -1.25664, -2.99150)  -1.2386
C (-7.02790, 3.29787, -1.59115)  0.4568
C (-8.30401, 0.81316, -0.45257)  -0.3165
C (-11.36693, 0.78913, -4.56532)  -1.2259
C (-7.70588, -6.21468, 4.53502)  -0.1968
C (-10.51183, 1.11404, -2.12332)  -1.2492
H (4.84391, 1.36108, -5.43493)  0.3220
H (-11.10094, 0.37207, -5.59407)  0.3426
H (-4.66558, 6.15175, -0.25191)  0.2584
H (1.83636, 3.68676, 0.79831)  0.3249
H (2.85501, -0.88061, -6.13234)  0.3537
H (-2.12390, 2.67030, -2.86864)  0.1989
H (9.70298, 5.05025, 4.34794)  0.3117
H (9.90534, -6.90480, 1.33832)  0.2866
H (-8.93207, 3.42411, -3.00366)  0.2872
H (1.84765, 2.06554, 1.47804)  0.3654
H (-4.00333, -2.12515, 7.04698)  0.3694
H (-11.54891, -1.85644, -3.91344)  0.3574
H (-0.21524, 3.07704, -0.54513)  0.2893
H (10.10114, -7.57534, -0.27501)  0.3255
H (-5.73040, 7.65311, -0.20112)  0.3451
H (-4.90821, 7.15284, -1.77669)  0.3033
H (-0.49788, 2.80918, 1.18288)  0.3933
H (-11.12440, 2.05656, -2.38870)  0.4727
H (-8.78884, -0.13793, -0.02019)  0.3326
H (8.56617, 1.31429, -0.60530)  0.3902
H (2.50889, 0.48699, -5.05211)  0.2416
H (-4.91207, 0.07820, 7.86446)  0.3301
H (-9.38660, -0.09219, -3.73444)  0.3599
H (-10.60088, -1.81713, -2.24278)  0.2888
H (-7.39830, 5.62796, -0.36428)  0.3158
H (7.06057, 0.92523, 0.19464)  0.3678
H (-4.73683, -1.22889, 5.71318)  0.2671
H (-2.99138, -1.26348, 5.87068)  0.2811
H (-11.09935, 0.59847, -1.26932)  0.4616
H (7.58982, -7.79436, -0.45698)  0.3446
H (11.25518, 5.79952, 4.76227)  0.3775
H (7.98441, -0.22440, -2.48851)  0.3604
H (-6.99433, 4.84450, -3.19760)  0.4265
H (-1.33398, 1.03529, -3.19452)  0.2846
H (-0.15020, 1.44454, 0.09778)  0.2818
H (10.54974, 6.46764, 2.43428)  0.3221
H (-7.15521, -6.88939, 3.87430)  0.3309
H (-2.67980, 1.64818, -4.28763)  0.2768
H (-12.20109, -0.91710, -2.42046)  0.3394
H (8.04857, -6.12218, -0.10004)  0.1868
H (-8.67659, -7.75900, 5.68873)  0.3806
H (-8.58044, -6.18403, 6.50765)  0.3025
H (6.49273, -0.67787, -1.67585)  0.3695
H (11.17214, 4.08939, 4.28360)  0.3003
H (7.03245, 1.76649, -1.36430)  0.5227
H (4.85114, -0.25844, -4.75066)  0.2428
H (-7.14747, -7.19236, 6.38339)  0.3166
H (-8.62439, -5.93396, 4.01473)  0.3004
H (-11.11528, 1.90542, -4.56340)  0.3294
H (-4.88816, 4.07968, 0.05575)  -0.5165
H (-5.05848, 2.77822, 1.33231)  0.1526
H (2.79257, 0.75059, -6.78086)  0.3302
H (12.03851, 5.53272, 2.42748)  0.3134
H (-3.16561, -0.01895, 8.03882)  0.3572
H (-12.47569, 0.67686, -4.30340)  0.3059
H (7.41963, -7.17989, 1.17994)  0.2988
H (-7.40820, 6.66330, -1.87418)  0.3383

Frontier orbital gap = 0.271 Eh
Multiplicity = 1
Net charge = +1
HOMO = -12.11 eV

***

[2]
Molecular formula: C44H57Cl4N7SSiTc
Method: DFT, ωB97M-V/def2-TZVPD

Last column: Löwdin spin population.
Cartesian coordinates (Å):
Tc (0.69519, 0.21766, 0.87334)  0.8776
Cl (1.34025, -3.24082, -3.27736)  -0.0001
Cl (0.51933, 2.54227, 4.06532)  -0.0056
Cl (3.10822, 2.89438, 2.15319)  -0.0012
Cl (2.87592, 0.26064, 4.10091)  0.0093
S (-1.15519, 2.03046, -0.52917)  0.0094
Si (1.74906, 1.37387, 2.71066)  0.0167
N (-3.47435, 3.04145, 0.30504)  0.0059
N (2.13817, -2.34850, 0.72261)  0.0214
N (2.17938, 0.92361, -0.45005)  0.0087
N (-0.99251, -0.55194, 2.20117)  -0.0033
N (-1.62768, 4.02943, 1.18502)  0.0046
N (9.27178, -2.87340, -4.45589)  0.0000
N (-2.91816, -1.49951, 3.62984)  0.0002
C (3.82592, -3.49080, 1.69098)  0.0032
C (3.66327, -1.00902, -0.92854)  0.0018
C (3.59605, 1.08589, -2.28893)  0.0054
C (4.36442, -2.73958, 0.66509)  0.0030
C (-0.64406, -5.19559, 1.88897)  -0.0002
C (-2.89206, -1.82535, -2.72017)  0.0000
C (0.28495, 5.29613, 0.20796)  0.0002
C (6.03080, -0.61182, -1.67938)  0.0000
C (6.00687, -2.95200, -3.17701)  -0.0001
C (4.88277, -1.39591, -1.71607)  -0.0002
C (2.13549, 2.12476, -0.96503)  0.0105
C (-4.56399, 5.11522, -1.83331)  0.0000
C (4.88910, -2.57763, -2.45141)  0.0001
C (-2.12469, 0.40859, 2.27592)  0.0021
C (-1.50338, -1.81422, 1.58898)  -0.0002
C (7.14873, -2.15610, -3.13963)  0.0000
C (-4.30910, 2.55298, -2.01952)  0.0005
C (-2.12952, 3.09702, 0.36066)  0.0107
C (-0.30543, -2.74540, -2.96336)  -0.0001
C (-1.72418, -1.31840, 4.45889)  -0.0003
C (-5.15099, 3.79122, -2.33041)  0.0000
C (-4.24894, 2.14648, -0.55098)  0.0004
C (-0.54449, -0.80736, 3.59807)  0.0002
C (-1.27190, -3.16980, -3.86325)  -0.0001
C (-0.29765, -2.71413, 1.27457)  -0.0015
C (-3.30158, -0.20555, 3.07066)  0.0002
C (-0.20937, 4.36276, 1.30620)  0.0008
C (-0.48364, 7.44969, 1.34985)  0.0000
C (8.33320, -2.55621, -3.87444)  0.0000
C (-2.58411, -2.41435, 2.54128)  -0.0003
C (3.14213, 0.22005, -1.21156)  0.0066
C (2.97688, 2.27163, -2.12059)  0.0014
C (-0.62213, -4.17722, 0.73272)  -0.0014
C (2.46491, -3.23607, 1.67629)  0.0049
C (-1.91292, -1.42320, -1.82782)  -0.0001
C (0.44531, -1.40241, -0.92709)  -0.0019
C (0.73227, -1.86963, 0.50419)  0.0008
C (-1.97079, -4.27632, -0.00192)  -0.0001
C (7.16369, -0.98933, -2.38472)  0.0000
C (0.45861, -4.68210, -0.23152)  0.0001
C (-2.57678, -2.72444, -3.73069)  0.0000
C (-0.60798, -1.91358, -1.88803)  -0.0007
C (-0.50658, 6.59602, 0.08329)  0.0000
C (3.33098, -1.99169, 0.07034)  0.0078
H (-1.98513, -1.50497, 0.66054)  0.0001
H (-3.60686, 0.45125, 3.88745)  0.0001
H (-0.06271, 4.79180, 2.29463)  0.0001
H (4.00356, -3.20028, -2.45836)  0.0000
H (1.33448, 5.52311, 0.42243)  0.0000
H (-0.09559, 7.17322, -0.74772)  0.0000
H (4.33916, -4.15613, 2.36630)  0.0004
H (-0.79486, -6.19903, 1.47939)  -0.0001
H (-5.08255, 5.96349, -2.28280)  0.0000
H (1.50041, 2.87870, -0.52661)  0.0006
H (-1.96146, -0.60359, 5.24849)  0.0000
H (-0.98884, -3.82937, -4.67260)  0.0000
H (5.40803, -2.66401, 0.40334)  0.0002
H (1.72682, -3.67172, 2.32086)  -0.0001
H (-3.33104, -3.05361, -4.43427)  0.0000
H (-0.97863, 6.95500, 2.19045)  0.0000
H (-2.41928, 0.64661, 1.25768)  0.0004
H (0.29248, -1.50008, 3.57914)  0.0004
H (-0.16539, 0.12775, 3.99086)  -0.0002
H (8.06041, -0.38530, -2.34839)  0.0000
H (6.03913, 0.28964, -1.08042)  0.0000
H (-3.82144, 1.14747, -0.46599)  0.0001
H (0.15509, -0.29771, -0.88476)  -0.0007
H (-2.14897, -0.68096, -1.07234)  -0.0001
H (6.00277, -3.85858, -3.76715)  0.0000
H (3.07772, 3.15852, -2.72713)  -0.0001
H (-2.04948, -5.26299, -0.46647)  0.0000
H (-1.74258, 1.31706, 2.74142)  -0.0001
H (-1.54129, 6.36781, -0.19304)  0.0000
H (-5.26558, 3.85124, -3.41482)  0.0000
H (-0.98802, 8.40418, 1.19195)  0.0000
H (-4.64975, 5.22835, -0.75071)  0.0000
H (-3.28746, 2.69442, -2.38175)  0.0003
H (0.14598, -5.64980, -0.63310)  0.0000
H (-5.25659, 2.11323, -0.13044)  0.0000
H (-2.81840, -4.17718, 0.67588)  0.0000
H (4.28954, 0.81891, -3.06743)  0.0004
H (1.42262, -4.82928, 0.25632)  0.0001
H (0.25597, 4.76119, -0.74581)  0.0001
H (1.38837, -1.41125, -1.45806)  0.0002
H (-1.44245, -5.02499, 2.60782)  0.0000
H (-1.48347, -2.27032, 4.93600)  0.0000
H (-2.23338, -3.33022, 3.00518)  0.0000
H (-6.15939, 3.65946, -1.92333)  0.0000
H (0.30441, -5.21017, 2.43365)  0.0000
H (0.14368, -2.87250, 2.25528)  0.0002
H (-2.07386, -3.53450, -0.79522)  0.0000
H (-3.98852, 3.74026, 0.81541)  0.0003
H (-4.17156, -0.36001, 2.42727)  0.0000
H (0.34804, 3.43275, 1.29193)  0.0000
H (0.54357, 7.66072, 1.65840)  0.0000
H (-2.27831, 4.64317, 1.64914)  0.0002
H (0.61011, -4.01231, -1.07230)  -0.0001
H (-4.72059, 1.69910, -2.56654)  0.0000
H (-3.89701, -1.42962, -2.63346)  0.0000
H (-3.49682, -2.64489, 1.99238)  0.0000
H (-3.50458, 5.19410, -2.09274)  0.0000

Frontier orbital gap (alpha / beta) = 0.220 / 0.214 Eh
Multiplicity = 2
HOMO (alpha / beta) = -6.86 / -6.73 eV

***

Total energy: -8175.64015, -4703.49331 (a.u.)